(1)
C30H40N5O4 | the ωB97M-V functional and the def2-TZVPD basis

Results
**SMILES string**: CCCNC(=O)[C@@H]1CCC[N@@H+]1[C@H](/C=C/N1[C@H](Cc2ccccc2)C(=O)N(C)C1(C)C)c1cccc([N+](=O)[O-])c1
**Multiplicity**: 1
**Energy above the lowest of the compared OMol25 structures with the same formula, charge and spin**: 0.3224 eV
**HOMO-LUMO gap**: 7.14 eV
**Net charge**: +1
**HOMO**: -10.75 eV

Each line ends with the Löwdin charge.
Atoms and positions in Å:
C: -1.89 -3.58 -3.58  -0.007
N: -0.90 -3.56 -2.53  -0.034
C: 0.41 -3.86 -2.78  -0.360
O: 0.86 -4.19 -3.88  0.082
C: 1.17 -3.73 -1.46  -0.168
C: 2.29 -2.70 -1.54  -0.089
C: 3.35 -3.05 -2.57  -0.238
C: 3.66 -2.15 -3.60  -0.043
C: 4.54 -2.53 -4.61  -0.072
C: 5.17 -3.78 -4.56  -0.080
C: 4.90 -4.66 -3.51  -0.070
C: 4.01 -4.29 -2.49  -0.045
N: 0.12 -3.32 -0.52  0.022
C: 0.45 -3.08 0.79  -0.036
C: -0.35 -2.60 1.79  -0.064
C: -0.02 -2.43 3.23  -0.063
C: -1.28 -2.43 4.12  -0.182
C: -2.55 -2.06 3.67  0.069
C: -3.64 -2.00 4.59  -0.134
N: -4.96 -1.82 4.12  -0.311
O: -5.88 -1.80 4.97  0.071
O: -5.20 -1.72 2.89  0.070
C: -3.44 -2.23 5.96  0.026
C: -2.21 -2.72 6.38  -0.032
C: -1.18 -2.93 5.44  -0.037
C: -1.22 -3.24 -1.14  -0.463
C: -1.80 -1.82 -1.04  0.003
C: -2.24 -4.27 -0.61  0.011
H: -1.39 -3.79 -4.53  0.100
H: -2.65 -4.35 -3.41  0.097
H: -2.40 -2.61 -3.66  0.094
H: 1.59 -4.72 -1.19  0.166
H: 1.84 -1.73 -1.81  0.131
H: 2.75 -2.60 -0.54  0.105
H: 3.15 -1.18 -3.61  0.112
H: 4.75 -1.83 -5.42  0.106
H: 5.87 -4.07 -5.35  0.104
H: 5.40 -5.63 -3.45  0.106
H: 3.77 -4.96 -1.66  0.113
H: 1.47 -3.39 1.04  0.118
H: -1.42 -2.56 1.56  0.054
H: 0.77 -3.14 3.58  0.143
H: -2.79 -1.80 2.64  0.119
H: -4.26 -2.04 6.65  0.129
H: -2.06 -3.01 7.42  0.126
H: -0.24 -3.39 5.77  0.125
H: -1.12 -1.12 -1.54  0.103
H: -2.78 -1.81 -1.54  0.090
H: -1.93 -1.51 0.00  0.065
H: -1.92 -5.29 -0.90  0.104
H: -2.34 -4.21 0.48  0.079
H: -3.22 -4.08 -1.06  0.093
C: 7.48 -2.99 1.49  -0.105
C: 6.50 -2.18 2.32  -0.252
C: 5.38 -1.62 1.45  -0.187
N: 4.38 -0.84 2.19  0.082
C: 3.21 -1.40 2.60  -0.431
C: 2.32 -0.47 3.38  -0.170
C: 3.01 0.04 4.64  -0.122
C: 2.00 0.05 5.77  -0.138
C: 0.75 -0.66 5.25  -0.118
N: 0.95 -0.98 3.78  0.047
O: 2.92 -2.57 2.36  0.051
H: 8.29 -3.39 2.11  0.078
H: 6.97 -3.84 1.02  0.080
H: 7.92 -2.37 0.70  0.080
H: 6.05 -2.81 3.09  0.111
H: 7.00 -1.35 2.83  0.110
H: 5.79 -1.00 0.64  0.134
H: 4.84 -2.46 1.00  0.114
H: 4.62 0.11 2.47  0.151
H: 2.12 0.38 2.72  0.165
H: 3.91 -0.53 4.91  0.135
H: 3.33 1.07 4.43  0.127
H: 2.40 -0.41 6.68  0.128
H: 1.70 1.08 6.00  0.123
H: 0.60 -1.56 5.82  0.091
H: -0.15 -0.05 5.36  0.143
H: 0.33 -0.27 3.34  0.165

---

(2)
C30H40N9O3PSTi | the ωB97M-V functional and the def2-TZVPD basis

Results
**Multiplicity**: 3
**Energy above the lowest of the compared OMol25 structures with the same formula, charge and spin**: 1.4338 eV
**HOMO-LUMO gap (alpha / beta)**: 4.71 / 6.89 eV
**Net charge**: 0
**HOMO (alpha / beta)**: -4.29 / -6.55 eV

Each line ends with the Mulliken spin population.
Atoms and positions in Å:
Ti: 0.27 0.11 -0.44  0.783
C: -4.66 -2.34 -0.56  0.041
N: -3.54 -1.63 -0.02  0.056
C: -3.42 -1.06 1.22  0.022
C: -2.20 -0.45 1.26  0.013
N: -1.57 -0.62 0.06  0.099
C: -2.38 -1.37 -0.69  0.164
P: -2.15 -1.70 -2.44  0.239
C: -1.54 -0.06 -2.97  0.191
N: -0.82 0.75 -2.16  0.042
C: -1.03 2.02 -2.60  0.042
C: -1.91 2.02 -3.64  0.022
N: -2.26 0.71 -3.86  0.067
C: -3.03 0.20 -4.95  0.034
C: -0.42 -2.38 -2.24  0.054
N: 0.47 -2.10 -1.30  -0.008
C: 1.53 -2.92 -1.54  0.002
C: 1.28 -3.70 -2.63  0.015
N: 0.04 -3.35 -3.07  -0.065
C: -0.64 -3.87 -4.21  0.031
H: -5.41 -2.51 0.21  0.003
H: -5.10 -1.78 -1.38  -0.004
H: -4.33 -3.31 -0.95  -0.006
H: -4.18 -1.15 1.97  0.006
H: -1.73 0.08 2.07  0.002
H: -0.55 2.87 -2.15  -0.006
H: -2.33 2.83 -4.20  0.006
H: -3.40 1.03 -5.54  0.003
H: -2.43 -0.46 -5.58  -0.006
H: -3.88 -0.39 -4.57  -0.001
H: 2.43 -2.90 -0.96  -0.007
H: 1.86 -4.47 -3.10  0.004
H: 0.02 -4.53 -4.77  0.004
H: -1.53 -4.42 -3.90  -0.010
H: -0.95 -3.05 -4.86  -0.002
O: 0.70 -0.55 1.30  0.044
N: 1.97 -0.36 1.64  -0.017
C: 2.83 -1.35 1.38  -0.003
C: 4.17 -1.24 1.66  0.003
C: 4.62 -0.05 2.25  -0.002
C: 3.72 0.91 2.60  0.004
C: 2.33 0.75 2.37  0.003
S: 1.17 1.76 3.01  -0.002
H: 2.38 -2.24 0.96  0.003
H: 4.84 -2.06 1.45  0.000
H: 5.67 0.08 2.46  0.000
H: 4.02 1.82 3.09  0.000
C: 2.12 -0.27 -3.59  -0.010
C: 2.51 0.59 -2.36  0.003
C: 4.01 0.48 -2.07  0.001
O: 1.78 0.23 -1.25  0.001
H: 2.65 0.07 -4.48  0.002
H: 1.05 -0.20 -3.77  0.014
H: 2.38 -1.31 -3.40  -0.004
H: 2.27 1.64 -2.61  0.001
H: 4.27 -0.56 -1.87  -0.001
H: 4.25 1.06 -1.18  0.000
H: 4.60 0.85 -2.90  0.000
C: 0.54 7.81 -1.22  -0.002
C: 1.04 6.45 -1.71  0.006
N: 2.27 6.05 -1.08  -0.002
C: 3.48 6.76 -1.47  0.000
C: 4.02 7.64 -0.35  0.000
C: 2.44 4.93 -0.30  -0.020
O: 3.56 4.54 -0.01  -0.003
C: 1.22 4.18 0.10  -0.025
C: 0.05 4.76 0.63  0.097
C: -1.03 3.91 0.86  -0.038
C: -0.94 2.58 0.55  0.086
N: 0.21 1.99 0.10  -0.072
C: 1.27 2.81 -0.06  0.065
H: -0.44 8.01 -1.64  -0.001
H: 1.22 8.61 -1.51  0.000
H: 0.44 7.81 -0.14  0.001
H: 1.20 6.50 -2.80  0.000
H: 0.28 5.69 -1.52  -0.004
H: 3.25 7.37 -2.35  0.000
H: 4.25 6.02 -1.74  0.000
H: 3.27 8.36 -0.03  0.000
H: 4.91 8.17 -0.69  0.000
H: 4.29 7.01 0.50  0.000
H: -0.01 5.80 0.89  0.011
H: -1.95 4.31 1.26  -0.001
H: -1.81 1.93 0.67  0.015
H: 2.20 2.36 -0.36  0.016

---

(3)
C30H41BClF4O3OsPSSi | the ωB97M-V functional and the def2-TZVPD basis

Results
**Multiplicity**: 5
**HOMO-LUMO gap (alpha / beta)**: 7.48 / 6.23 eV
**Net charge**: +2
**HOMO (alpha / beta)**: -14.58 / -14.79 eV

Each line ends with the Mulliken spin population.
Atoms and positions in Å:
Os: -0.76 -0.49 0.53  2.869
Cl: -2.01 -0.64 3.15  0.091
C: -2.05 1.04 3.45  -0.033
C: -1.91 1.51 4.72  0.007
C: -2.11 2.85 5.00  0.002
C: -2.42 3.75 3.94  0.001
C: -2.33 3.29 2.63  0.009
C: -2.21 1.89 2.35  0.071
P: -2.28 1.41 0.66  0.075
C: -1.77 2.82 -0.39  0.010
C: -0.44 3.29 -0.33  -0.001
C: -0.02 4.41 -1.09  0.003
C: -0.99 5.06 -1.91  0.003
C: -2.27 4.49 -2.08  0.002
C: -2.69 3.46 -1.22  -0.009
C: -3.96 0.97 0.16  0.000
C: -4.29 0.52 -1.15  0.012
C: -5.58 0.17 -1.36  0.003
C: -6.53 0.14 -0.32  0.002
C: -6.22 0.57 0.94  -0.001
C: -4.89 1.04 1.16  0.007
H: -1.69 0.85 5.54  -0.001
H: -1.91 3.27 5.95  0.000
H: -2.56 4.80 4.19  0.000
H: -2.55 3.88 1.76  0.002
H: 0.25 2.93 0.46  -0.011
H: 0.99 4.73 -1.03  0.000
H: -0.69 5.93 -2.60  0.000
H: -3.01 5.10 -2.60  0.000
H: -3.68 3.03 -1.30  0.000
H: -3.51 0.53 -1.90  -0.003
H: -5.83 -0.14 -2.39  0.000
H: -7.59 -0.10 -0.50  0.000
H: -6.96 0.70 1.67  0.000
H: -4.58 1.35 2.11  0.001
C: 0.82 -0.25 -3.21  -0.001
C: 0.71 -1.47 -2.31  -0.038
C: -0.58 -2.21 -2.44  0.029
C: 1.99 -2.29 -2.41  0.015
O: 0.82 -0.98 -0.85  0.103
Si: 2.29 -0.52 -0.06  0.153
S: 1.04 0.55 1.43  0.370
O: 3.26 0.49 -0.93  0.032
C: 4.77 0.58 -1.01  0.001
C: 5.44 -0.61 -0.38  0.000
C: 5.14 0.50 -2.49  0.001
C: 5.12 1.88 -0.31  -0.001
O: 2.83 -1.80 0.66  0.018
C: 2.44 -2.93 1.47  -0.020
C: 2.75 -2.47 2.93  0.009
C: 1.00 -3.23 1.24  0.104
C: 3.33 -4.08 1.02  0.001
H: 0.70 -0.58 -4.25  -0.001
H: 1.75 0.30 -3.04  0.002
H: -0.10 0.30 -3.06  0.003
H: -0.72 -2.42 -3.55  0.000
H: -1.56 -1.73 -2.16  -0.010
H: -0.58 -3.19 -1.97  -0.001
H: 1.81 -3.03 -3.21  0.001
H: 2.29 -2.79 -1.51  -0.008
H: 2.88 -1.71 -2.78  0.000
H: 5.03 -1.46 -0.91  0.000
H: 5.19 -0.66 0.67  0.000
H: 6.50 -0.57 -0.62  0.000
H: 4.73 -0.44 -2.96  0.000
H: 6.21 0.46 -2.54  0.000
H: 4.93 1.43 -3.06  0.000
H: 4.79 1.81 0.70  0.000
H: 4.63 2.74 -0.59  0.000
H: 6.24 2.00 -0.31  0.000
H: 2.26 -1.61 3.20  -0.006
H: 3.78 -2.12 2.89  -0.001
H: 2.68 -3.37 3.50  0.000
H: 0.43 -2.44 1.65  0.000
H: 0.87 -4.20 1.74  0.001
H: 0.82 -3.30 0.20  -0.002
H: 4.39 -3.75 1.13  0.000
H: 3.19 -4.39 -0.01  -0.001
H: 3.02 -4.89 1.68  0.001
F: -2.10 -1.85 0.33  0.134
B: -4.08 -4.55 -0.45  0.000
F: -4.19 -5.32 0.59  0.000
F: -3.01 -4.67 -1.23  0.000
F: -4.90 -3.59 -0.69  0.000

---

Summary of max |F| in Eh/bohr
0.0819; 0.0711; 0.0783
(order as listed above)